A molecular structure, C45H42N4P2PtS3 at a distorted geometry. Source: OMol25; level of theory: the ωB97M-V functional and the def2-TZVPD basis.

Each line ends with the Löwdin charge.
Element x y z (Å)
Pt: 0.176 0.163 0.948  0.82
C: 1.011 -1.941 3.642  -0.29
S: 1.531 -1.651 1.937  0.85
C: 1.265 -3.370 1.321  -0.37
C: 0.990 -3.410 -0.184  -0.20
C: -0.418 -2.863 -0.372  -0.29
N: -0.634 -1.962 -1.514  -0.37
P: -1.869 -2.264 -2.543  1.16
C: -1.710 -3.728 -3.437  -0.31
C: -0.422 -4.160 -3.828  -0.06
C: -0.294 -5.337 -4.527  -0.01
C: -1.432 -6.094 -4.826  0.03
C: -2.701 -5.686 -4.422  -0.01
C: -2.856 -4.500 -3.735  -0.03
C: -3.475 -1.691 -2.169  -0.32
C: -4.473 -1.682 -3.160  -0.06
C: -5.766 -1.346 -2.808  -0.01
C: -6.064 -1.024 -1.486  0.01
C: -5.075 -1.024 -0.506  -0.03
C: -3.774 -1.345 -0.841  -0.06
P: 0.142 -0.375 -1.318  0.97
C: 1.837 -0.340 -1.945  -0.34
C: 2.182 -0.344 -3.305  -0.06
C: 3.505 -0.281 -3.701  -0.02
C: 4.520 -0.200 -2.756  0.00
C: 4.200 -0.158 -1.406  -0.03
C: 2.876 -0.222 -1.008  -0.13
C: -0.836 0.268 -2.696  -0.32
C: -0.851 -0.596 -3.835  -0.22
C: -1.619 -0.274 -4.964  0.00
C: -2.367 0.891 -4.962  0.00
C: -2.327 1.741 -3.861  0.04
C: -1.557 1.438 -2.731  -0.01
H: 1.168 -1.036 4.215  0.04
H: 1.659 -2.721 4.037  0.08
H: -0.033 -2.244 3.690  0.07
H: 0.456 -3.835 1.887  0.11
H: 2.200 -3.869 1.569  0.11
H: 1.083 -4.408 -0.613  0.13
H: 1.741 -2.774 -0.651  0.10
H: -0.590 -2.180 0.459  0.03
H: -1.200 -3.616 -0.247  0.14
H: 0.459 -3.574 -3.584  0.11
H: 0.681 -5.677 -4.848  0.13
H: -1.323 -7.022 -5.374  0.14
H: -3.563 -6.302 -4.638  0.14
H: -3.837 -4.194 -3.395  0.11
H: -4.236 -1.927 -4.187  0.12
H: -6.545 -1.333 -3.558  0.14
H: -7.081 -0.772 -1.216  0.14
H: -5.338 -0.794 0.517  0.13
H: -2.997 -1.376 -0.085  0.10
H: 1.432 -0.354 -4.083  0.09
H: 3.746 -0.276 -4.756  0.13
H: 5.553 -0.149 -3.073  0.13
H: 4.982 -0.068 -0.664  0.13
H: 2.661 -0.163 0.048  0.03
H: -0.096 -1.372 -3.948  0.09
H: -1.587 -0.905 -5.844  0.15
H: -2.950 1.160 -5.834  0.14
H: -2.897 2.662 -3.883  0.14
H: -1.545 2.118 -1.892  0.09
S: 0.982 2.890 6.898  1.13
C: 0.853 2.191 5.330  -0.48
C: 1.888 2.105 4.379  -0.01
C: 1.649 1.520 3.163  -0.13
N: 0.449 1.002 2.818  -0.19
C: -0.555 1.093 3.716  -0.14
C: -0.396 1.659 4.951  -0.05
C: 2.708 3.305 7.017  -0.54
C: 3.138 4.563 6.618  -0.07
C: 4.489 4.855 6.763  -0.11
N: 5.372 3.989 7.253  0.10
C: 4.939 2.800 7.649  -0.11
C: 3.608 2.401 7.555  -0.07
H: 2.871 2.499 4.594  0.12
H: 2.438 1.453 2.425  0.12
H: -1.509 0.674 3.426  0.12
H: -1.234 1.686 5.635  0.13
H: 2.450 5.301 6.226  0.11
H: 4.875 5.825 6.474  0.12
H: 5.680 2.128 8.068  0.12
H: 3.299 1.429 7.915  0.11
S: -2.759 3.588 0.626  1.18
C: -2.166 2.010 0.791  -0.46
N: -0.876 1.872 0.608  -0.20
C: -0.255 3.085 0.297  -0.32
C: 1.100 3.293 0.029  -0.02
C: 1.507 4.575 -0.264  -0.03
C: 0.594 5.644 -0.293  -0.02
C: -0.745 5.449 -0.037  -0.04
C: -1.161 4.149 0.257  -0.44
H: -2.806 1.183 1.062  0.08
H: 1.803 2.469 0.049  0.09
H: 2.550 4.771 -0.474  0.13
H: 0.951 6.639 -0.521  0.13
H: -1.445 6.273 -0.058  0.13

Summary:
charge	+4
spin multiplicity	1
frontier orbital gap	3.9136	eV